# 1
# C29H60B4FN2O22

A cluster of 5 separate species, C29H60B4FN2O22 in total in a non-equilibrium geometry (ωB97M-V with the def2-TZVPD basis set, the OMol25 dataset).

Values from the calculation:
DFT total energy = -3105.40943 Ha
E_HOMO = -4.7188 eV
net charge = -1
lowest unoccupied orbital energy = 2.07 eV

Each line ends with the Löwdin charge.
CARTESIAN COORDINATES (ANGSTROEM)
C (0.546520, 4.532795, 5.262163)  0.0182
C (-0.135951, 5.288825, 4.142167)  -0.5797
O (0.488628, 5.963122, 3.408726)  0.1303
O (-1.469725, 5.143384, 4.109317)  -0.0122
C (-1.973628, 4.693266, 2.830018)  -0.1582
C (-2.250549, 3.177209, 2.814835)  -0.1535
C (-1.266404, 2.528537, 1.822486)  -0.2046
C (-1.372471, 0.988938, 1.770659)  -0.0551
B (-1.621566, 0.399084, 0.267020)  -0.7799
C (-3.212815, 0.179527, -0.159269)  -0.0699
C (-4.088748, -0.505026, 0.899054)  -0.1767
C (-3.546649, -1.875892, 1.344290)  -0.1566
O (-3.039704, -1.769165, 2.694803)  -0.0194
C (-2.123348, -2.718368, 2.966268)  -0.5538
C (-0.703373, -2.251898, 3.049253)  0.0335
O (-2.418243, -3.849029, 3.155796)  0.1169
O (-0.873984, -0.868970, 0.004092)  0.0576
C (-0.092089, -0.880689, -1.127222)  -0.2702
F (1.088817, -1.540561, -0.673770)  0.0166
B (-0.878437, -1.919545, -2.055282)  -0.4603
O (-1.135535, -1.769996, -3.418867)  0.1484
N (-1.326868, -3.189391, -1.416247)  -0.0855
C (-0.449347, -4.208962, -2.057069)  -0.0629
C (-2.704768, -3.510868, -1.796105)  -0.1058
C (0.039841, 0.642034, -1.472905)  -0.0898
B (-0.067363, 1.189015, -2.962796)  -0.6004
O (-0.781763, 2.326799, -3.238112)  0.1840
O (0.566919, 0.556165, -4.026545)  0.1412
B (1.281454, 1.479729, -0.859546)  -0.4708
O (1.016006, 2.792023, -0.497850)  0.1644
N (2.646601, 0.997130, -0.647330)  -0.0966
C (2.918892, 0.500550, 0.700279)  -0.0663
C (3.141130, 0.107715, -1.690057)  -0.0854
O (-1.105273, 1.254019, -0.841831)  -0.0025
H (1.297096, 3.874537, 4.841158)  0.0843
H (-0.167277, 3.916395, 5.802242)  0.0773
H (1.016704, 5.233748, 5.944585)  0.0804
H (-2.855570, 5.266261, 2.563969)  0.1133
H (-1.255920, 4.909888, 2.045024)  0.1102
H (-2.100044, 2.795131, 3.820815)  0.1139
H (-3.263392, 3.024082, 2.451643)  0.1122
H (-1.433310, 3.011035, 0.863319)  0.1099
H (-0.274907, 2.780081, 2.212815)  0.1031
H (-0.429420, 0.571503, 2.137032)  0.0877
H (-2.131888, 0.676814, 2.488630)  0.0822
H (-3.642233, 1.170799, -0.346252)  0.0970
H (-3.242927, -0.368575, -1.108984)  0.0891
H (-4.222419, 0.092703, 1.795003)  0.1032
H (-5.087960, -0.691987, 0.492132)  0.0959
H (-4.386838, -2.574971, 1.373234)  0.1165
H (-2.816638, -2.290652, 0.651904)  0.1043
H (-0.385293, -2.062708, 2.020396)  0.0889
H (-0.078158, -2.996959, 3.525119)  0.0812
H (-0.622981, -1.311653, 3.586538)  0.0812
H (-1.892579, -1.191235, -3.582307)  0.1247
H (0.450064, -3.737723, -2.452656)  0.0682
H (-0.930337, -4.682393, -2.918757)  0.0831
H (-0.190924, -5.002790, -1.359908)  0.0861
H (-2.847070, -3.610444, -2.881646)  0.0789
H (-2.981948, -4.468748, -1.359352)  0.0884
H (-3.393000, -2.735226, -1.465099)  0.0740
H (-0.585971, 2.979628, -2.548167)  0.1099
H (1.186218, 1.142540, -4.476570)  0.1100
H (1.442579, 2.942196, 0.356911)  0.1036
H (2.170496, -0.189695, 1.093459)  0.0841
H (2.959929, 1.360761, 1.377206)  0.0800
H (3.921536, 0.082129, 0.726659)  0.0838
H (4.211017, 0.308868, -1.820599)  0.0848
H (3.088706, -0.949976, -1.427037)  0.0795
H (2.687900, 0.272026, -2.662427)  0.0697
C (6.442045, 0.259894, -6.365690)  -0.0333
O (7.742656, 0.151159, -5.780412)  0.0017
C (7.740297, 0.139262, -4.445705)  -0.6200
O (6.768947, 0.212258, -3.741348)  0.1256
O (9.005297, 0.030629, -4.027579)  -0.0003
C (9.148234, 0.004763, -2.607001)  -0.0444
H (6.579238, 0.258975, -7.443606)  0.0921
H (5.820988, -0.589873, -6.086852)  0.0922
H (5.964203, 1.192160, -6.069224)  0.0980
H (8.628804, -0.853226, -2.183452)  0.0981
H (8.776014, 0.927880, -2.165782)  0.0976
H (10.210905, -0.085144, -2.397319)  0.0902
C (2.336912, -2.221403, -4.186923)  -0.0222
O (2.867576, -3.543593, -4.365369)  0.0202
C (3.441035, -3.753997, -5.542272)  -0.6189
O (3.553017, -2.954486, -6.438143)  0.1131
O (3.884189, -5.018754, -5.570224)  -0.0008
C (4.528845, -5.384550, -6.786779)  -0.0537
H (1.904539, -2.179050, -3.191665)  0.0745
H (3.130475, -1.478781, -4.254285)  0.0952
H (1.556390, -2.015514, -4.915317)  0.1045
H (5.410190, -4.767498, -6.957259)  0.0942
H (3.841419, -5.302323, -7.627632)  0.0952
H (4.837859, -6.421658, -6.682485)  0.0897
C (-2.293431, -5.689705, 5.831602)  -0.0279
O (-2.776291, -5.297358, 7.124623)  0.0085
C (-1.835745, -4.863498, 7.956201)  -0.6210
O (-0.657410, -4.780872, 7.721789)  0.1214
O (-2.424559, -4.531209, 9.113420)  -0.0032
C (-1.525038, -4.043633, 10.105562)  -0.0531
H (-3.152351, -6.018417, 5.254852)  0.0956
H (-1.833257, -4.850190, 5.319221)  0.0777
H (-1.589495, -6.516283, 5.921954)  0.0968
H (-1.028920, -3.136504, 9.763734)  0.0967
H (-0.788243, -4.802828, 10.364825)  0.0945
H (-2.119367, -3.811732, 10.985862)  0.0892
C (-5.775347, 8.165926, 0.823594)  -0.0468
O (-5.533157, 7.914902, -0.559941)  -0.0017
C (-5.037971, 6.697516, -0.814032)  -0.6214
O (-4.798670, 5.849357, 0.003335)  0.1254
O (-4.854034, 6.587212, -2.129248)  0.0014
C (-4.319686, 5.321661, -2.539077)  -0.0296
H (-6.171552, 9.175503, 0.897756)  0.0896
H (-6.510114, 7.466292, 1.219207)  0.0964
H (-4.849732, 8.105241, 1.394006)  0.0968
H (-4.997874, 4.513424, -2.272527)  0.0992
H (-3.340500, 5.154651, -2.094817)  0.0990
H (-4.216777, 5.356514, -3.620034)  0.0922

Forces on atoms 1 to 2 (eV/Å):
-0.71 -0.18 0.29
-0.10 -1.02 1.92

---

# 2
# C29H60FNO4PS

A cluster of 3 separate species, C29H60FNO4PS in total in a non-equilibrium geometry (ωB97M-V with the def2-TZVPD basis set, the OMol25 dataset).

Values from the calculation:
DFT total energy = -2335.58693 Ha
E_HOMO = -5.2659 eV
net charge = -1
lowest unoccupied orbital energy = 2.21 eV

Each line ends with the Löwdin charge.
CARTESIAN COORDINATES (ANGSTROEM)
C (-0.079984, -3.634266, 1.878494)  -0.0432
C (-0.661048, -3.460841, 0.355595)  -0.2986
O (-0.054294, -4.162514, -0.640895)  -0.0618
O (-1.821820, -2.649091, -0.038788)  -0.1298
C (-1.734744, -1.271500, 0.551316)  -0.2076
C (-2.217927, -0.258429, -0.698586)  -0.3126
P (-1.663235, 1.548717, -0.413162)  0.3868
C (-0.884523, 3.272618, 0.027340)  -0.3459
C (-0.057113, 3.234888, 1.483864)  -0.2207
C (0.493663, 4.803997, 1.672242)  -0.1991
C (2.075771, 4.795440, 2.101087)  -0.2115
N (2.963302, 4.726556, 0.876678)  -0.2029
C (3.143667, 5.915213, -0.043478)  -0.0528
C (4.222530, 5.344071, -1.160278)  -0.0803
C (4.545095, 3.763658, -0.736019)  -0.0813
C (3.668195, 3.405116, 0.607280)  -0.0366
C (-2.693882, 1.490130, 1.205489)  -0.3468
C (-3.429890, 2.861026, 1.673780)  -0.2513
C (-4.578216, 3.449176, 0.643117)  -0.3885
C (-5.095977, 4.881328, 1.334387)  -0.1431
C (-5.891877, 2.474491, 0.532227)  -0.1264
S (-0.722312, 1.751937, -2.343237)  0.7221
O (-1.207923, 3.134357, -2.946384)  -0.4617
O (0.853026, 1.673312, -2.278858)  -0.4533
F (-1.194885, 0.645760, -3.557191)  -0.3243
H (-0.015934, -4.782939, 2.141769)  0.1013
H (1.031037, -3.208636, 1.863000)  0.1067
H (-0.683887, -3.028387, 2.679707)  0.0777
H (-2.517049, -1.278894, 1.438891)  0.1223
H (-0.631212, -1.076646, 0.886773)  0.1213
H (-1.783707, -0.801273, -1.630856)  0.0810
H (-3.405045, -0.297043, -0.821368)  0.1031
H (-0.473431, 0.988591, 0.213298)  0.0105
H (-2.824559, 2.129845, -1.036733)  0.0144
H (-1.656326, 4.156220, -0.031168)  0.0935
H (-0.006649, 3.577671, -0.724259)  0.0842
H (0.892892, 2.521796, 1.418565)  0.1044
H (-0.738661, 3.038590, 2.406267)  0.0823
H (0.362488, 5.426541, 0.663772)  0.1119
H (-0.164873, 5.320389, 2.523303)  0.1115
H (2.292717, 5.841539, 2.631353)  0.1210
H (2.288845, 3.944712, 2.877591)  0.1242
H (2.651970, 6.980814, 0.004644)  0.1064
H (4.680026, 5.954311, -2.066734)  0.0681
H (5.290416, 3.043723, -1.299848)  0.0685
H (3.588144, 2.410751, 1.219009)  0.1082
H (-1.980144, 1.081820, 2.071307)  0.0934
H (-3.580922, 0.694424, 1.109476)  0.0833
H (-4.045457, 2.572524, 2.658816)  0.1155
H (-2.749174, 3.749525, 2.001158)  0.0805
H (-4.121787, 3.768858, -0.407930)  0.1306
H (-5.652058, 4.633689, 2.357576)  0.0842
H (-4.114751, 5.482041, 1.649460)  0.0757
H (-5.762865, 5.517674, 0.609310)  0.0744
H (-5.816278, 1.765287, -0.410944)  0.0809
H (-6.041065, 1.786887, 1.468972)  0.0766
H (-6.836300, 3.190047, 0.467208)  0.0756
C (4.821547, -4.858719, 5.050307)  -0.1172
C (4.396175, -3.445658, 5.417696)  -0.2724
C (3.593723, -3.382148, 6.721416)  -0.2303
C (2.261712, -4.139483, 6.700448)  -0.2300
C (1.283540, -3.703852, 5.605921)  -0.2772
C (0.843030, -2.255930, 5.744658)  -0.1090
H (3.959587, -5.510166, 4.882613)  0.0656
H (5.411281, -4.846274, 4.128043)  0.0712
H (5.438043, -5.296847, 5.841208)  0.0737
H (3.826040, -3.006170, 4.593850)  0.0990
H (5.295588, -2.828360, 5.532312)  0.1051
H (3.414255, -2.330479, 6.971182)  0.0998
H (4.208399, -3.783942, 7.535991)  0.1071
H (1.779200, -4.016684, 7.678453)  0.1081
H (2.453548, -5.214218, 6.594226)  0.0998
H (0.396940, -4.346384, 5.655435)  0.1061
H (1.721596, -3.862805, 4.614953)  0.0891
H (0.354377, -2.089334, 6.710506)  0.0768
H (0.129150, -2.001393, 4.954529)  0.0602
H (1.686268, -1.565892, 5.661447)  0.0687
C (0.949713, -1.453827, -5.369265)  -0.1061
C (-0.438960, -1.770327, -5.902250)  -0.2693
C (-0.566327, -3.204510, -6.426218)  -0.2289
C (0.336112, -3.541991, -7.617839)  -0.2344
C (0.150842, -2.648062, -8.847128)  -0.2782
C (-1.242929, -2.742306, -9.445707)  -0.1220
H (1.711367, -1.537505, -6.149241)  0.0613
H (0.980704, -0.429146, -4.985103)  0.0665
H (1.215595, -2.130781, -4.551594)  0.0799
H (-0.707546, -1.051233, -6.681795)  0.0999
H (-1.164856, -1.630182, -5.091959)  0.0999
H (-1.612761, -3.387523, -6.694700)  0.0973
H (-0.338913, -3.901469, -5.610540)  0.1103
H (0.152724, -4.585094, -7.905408)  0.1043
H (1.386581, -3.498000, -7.305237)  0.0989
H (0.880380, -2.947345, -9.608418)  0.1002
H (0.376552, -1.605321, -8.600304)  0.0998
H (-1.467333, -3.770816, -9.747714)  0.0720
H (-1.316679, -2.104266, -10.332377)  0.0664
H (-2.010266, -2.415165, -8.739804)  0.0662

Forces on atoms 1 to 2 (eV/Å):
0.33 0.66 -0.39
1.76 -3.07 -5.55